A 6-piece molecular cluster, C30H52BO10 overall, computed with ωB97M-V with the def2-TZVPD basis set.

The geometry in XYZ format:
```
93
Properties=species:S:1:pos:R:3:forces:R:3
B -3.691371 -1.981181 -8.377084 0.2 -0.3 0.1
C -2.154149 -2.390512 -7.834386 -0.8 0.3 -0.2
C -2.030367 -3.890252 -7.577763 0.6 0.4 -0.1
C -0.847736 -4.410627 -6.742437 -0.2 -0.8 0.2
C -0.858412 -5.948761 -6.837498 -0.5 0.2 0.3
C -0.930191 -4.062135 -5.249311 0.7 0.0 0.0
C -0.328296 -2.722776 -4.853748 -1.7 0.9 0.4
C -0.258246 -2.424094 -3.368106 -0.3 -0.3 -0.2
C -0.549825 -3.280458 -2.345544 -0.1 0.2 -0.1
C 0.557897 -3.669321 -1.394107 -0.6 1.6 0.4
C -1.912008 -3.864069 -2.103545 0.5 -1.7 -0.6
H -3.628681 -1.220403 -9.347460 -0.1 0.1 0.1
H -4.282364 -3.022010 -8.704421 0.0 0.1 -0.1
H -4.345094 -1.482369 -7.448771 0.0 0.1 -0.1
H -1.981388 -1.808100 -6.926778 0.2 -0.1 0.0
H -1.430637 -2.058082 -8.588198 0.2 -0.1 0.2
H -2.957669 -4.254479 -7.119668 0.0 0.0 0.1
H -1.961935 -4.374837 -8.558504 -0.2 -0.1 0.0
H 0.126192 -4.089520 -7.132271 -0.1 0.4 -0.1
H -0.926283 -6.291933 -7.870387 0.3 0.0 0.0
H -0.025285 -6.408605 -6.300758 0.1 0.0 -0.2
H -1.772573 -6.300497 -6.344079 0.0 -0.1 0.0
H -1.956544 -4.157905 -4.897631 -0.1 0.1 -0.2
H -0.361156 -4.825912 -4.699030 -0.1 0.0 0.1
H -0.847634 -1.901829 -5.354555 0.2 -0.1 -0.3
H 0.716640 -2.676499 -5.178921 0.0 0.0 0.0
H 0.081972 -1.411265 -3.141118 1.6 -0.5 0.1
H 1.148786 -4.419239 -1.918947 0.0 -0.2 0.2
H 1.197561 -2.784331 -1.271422 0.2 -0.2 0.2
H 0.196067 -4.035523 -0.431054 0.2 0.0 0.1
H -2.530324 -3.141834 -1.578039 0.1 0.2 -0.1
H -1.844480 -4.757926 -1.472243 -0.1 0.0 0.0
H -2.411284 -4.190476 -3.014408 -0.2 0.3 0.0
O -2.886381 -1.459464 0.183523 0.0 0.0 0.0
C -3.399823 -0.748734 -0.638072 0.1 0.2 0.1
O -2.990915 -0.703134 -1.919116 -0.1 0.0 0.2
C -3.721520 0.313013 -2.639506 -0.1 0.0 -0.4
C -5.005447 0.515319 -1.848408 0.0 -0.2 0.1
C -4.539897 0.229843 -0.423019 -0.2 -0.2 -0.3
H -3.114535 1.213613 -2.682251 0.0 0.0 0.1
H -3.903489 -0.041940 -3.651221 0.1 -0.1 0.0
H -5.444619 1.497282 -1.995629 0.1 0.0 0.0
H -5.741102 -0.233522 -2.148690 0.0 0.0 0.0
H -4.143874 1.117931 0.066940 0.0 0.0 0.0
H -5.310227 -0.220917 0.198287 0.1 0.0 0.2
O 4.697812 -0.556347 0.194782 0.0 0.0 0.0
C 3.706321 -0.840270 0.800129 0.2 0.1 0.1
O 2.499473 -0.295433 0.516485 0.0 0.0 0.0
C 1.514532 -0.729537 1.470891 -0.1 -0.1 0.1
C 2.069087 -2.023721 2.052401 0.1 -0.1 0.0
C 3.575514 -1.782497 1.984440 -0.4 -0.2 -0.1
H 1.405855 0.051818 2.228312 0.0 0.0 0.0
H 0.561883 -0.860364 0.962691 0.1 0.0 -0.1
H 1.697871 -2.239314 3.052489 0.0 0.1 0.0
H 1.799328 -2.859988 1.406613 0.0 0.0 0.0
H 3.946035 -1.275495 2.877336 0.1 0.0 0.0
H 4.140511 -2.695276 1.819777 0.2 0.1 0.0
O 7.063514 -0.124582 5.747223 -0.1 0.0 0.1
C 6.141726 0.550240 5.394709 0.2 0.0 -0.2
O 4.859316 0.104066 5.444464 0.0 0.0 0.0
C 3.971471 1.078976 4.871606 -0.1 0.2 -0.1
C 4.720816 2.402513 4.956803 0.0 -0.1 -0.1
C 6.170427 1.951656 4.814756 -0.3 0.1 0.2
H 3.757724 0.789565 3.839336 0.0 0.0 0.0
H 3.039892 1.081734 5.433407 0.0 -0.1 0.1
H 4.400264 3.123123 4.207211 0.0 0.0 0.0
H 4.575665 2.849724 5.934974 0.0 0.0 0.0
H 6.486593 1.883292 3.772120 0.1 0.0 0.0
H 6.862103 2.580238 5.368888 0.1 -0.1 -0.1
O -3.765519 3.301743 -1.802544 0.1 0.1 0.3
C -4.388482 3.941711 -1.009305 -0.1 0.2 -0.4
O -4.806091 3.439227 0.178414 0.0 0.0 0.1
C -5.621262 4.398280 0.871317 -0.1 0.1 0.1
C -5.231589 5.750541 0.285111 0.0 0.0 -0.1
C -4.869571 5.375077 -1.150206 0.1 0.1 0.4
H -6.669744 4.153204 0.688763 0.0 0.0 0.0
H -5.422708 4.317152 1.937036 0.1 -0.1 0.0
H -6.020136 6.495276 0.369215 0.0 0.0 0.0
H -4.348858 6.134982 0.797693 0.0 0.0 0.0
H -5.737865 5.381600 -1.811096 0.0 0.0 -0.1
H -4.084998 5.996385 -1.571920 0.0 -0.1 -0.2
O 5.432975 4.715308 6.956349 0.1 0.1 0.1
C 5.187266 4.618840 8.122593 -0.1 0.2 -0.1
O 4.559053 3.534774 8.637424 0.0 0.0 0.0
C 4.296359 3.724976 10.037567 0.0 0.0 0.2
C 5.300300 4.779212 10.490557 0.0 0.1 0.0
C 5.461070 5.622662 9.226671 0.1 -0.3 0.3
H 3.263119 4.060024 10.150957 0.0 0.0 0.0
H 4.413771 2.771725 10.546238 0.0 -0.1 -0.1
H 4.968372 5.337310 11.363268 -0.1 0.0 0.0
H 6.249996 4.302746 10.736265 0.0 0.0 0.0
H 4.715723 6.416879 9.160840 0.0 0.0 -0.1
H 6.455732 6.044715 9.116303 -0.1 0.1 -0.1
```
Forces are in eV/Å.

Energy above the lowest of the compared OMol25 structures with the same formula, charge and spin, kcal per mole: 0.0
Total charge: -1
Energy, eV: -53103.88912
HOMO energy, eV: -4.3
M, g mol⁻¹: 583.55

---

C30H52BrN3P2SSr as an isolated structure, computed with ωB97M-V with the def2-TZVPD basis set.

The geometry in XYZ format:
```
90
Properties=species:S:1:pos:R:3:forces:R:3
N -5.278379 -0.577958 2.593566 0.1 0.0 0.4
C -4.294382 0.124279 3.162927 0.6 0.4 -1.2
C -3.282302 0.761966 2.412777 -0.6 -0.5 0.5
C -3.273426 0.637258 1.015119 -1.0 -0.4 0.3
C -4.331724 -0.076609 0.420512 -0.8 -0.6 1.6
C -5.315189 -0.670554 1.273727 1.4 0.8 -1.1
C -2.333500 1.385361 0.216231 -1.5 1.0 -5.3
Sr -0.328955 0.088763 -0.090631 1.9 -0.1 2.8
P 1.631450 0.836038 -1.723508 -0.1 0.2 -0.2
C -2.225416 1.250015 -1.248409 -1.8 2.6 5.1
C -1.688653 2.299061 -2.095275 0.2 0.2 -0.7
C -1.993799 2.236245 -3.483974 0.4 0.3 0.5
C -1.571973 3.231364 -4.353194 0.1 0.1 0.3
C -0.827789 4.317159 -3.857053 -0.1 -0.1 -0.2
C -0.549949 4.429997 -2.497610 -0.3 -0.9 0.7
C -0.983668 3.417910 -1.607018 0.1 0.3 -1.2
Br -0.184448 5.650129 -5.057924 -0.2 -0.5 0.4
H -1.818262 2.217571 0.684961 0.1 0.0 0.1
H -2.769157 0.458354 -1.706289 -0.3 -0.6 -0.4
H -2.518583 1.336888 2.930363 -0.1 -0.1 -0.2
H -4.444615 -0.170602 -0.646307 -0.1 0.1 -0.1
H -4.296112 0.210112 4.243546 -0.1 0.0 0.0
H -6.131883 -1.221033 0.820903 -0.1 0.0 0.1
H -2.566792 1.391743 -3.856278 0.0 0.1 0.0
H -0.760425 3.516664 -0.552120 -0.1 0.1 0.0
H -1.801857 3.170195 -5.412101 0.0 0.0 0.1
H -0.001449 5.282444 -2.112360 -0.1 -0.1 -0.1
P -0.932701 -2.392411 -0.806829 -0.1 -0.6 -0.7
C 2.270787 2.331356 -0.919188 0.2 0.8 -0.2
C 3.059838 3.263268 -1.846259 0.6 0.5 0.4
H 2.879374 2.007260 -0.071527 0.1 0.0 0.0
H 1.424304 2.904855 -0.483845 0.4 -0.4 -0.2
H 3.403950 4.148642 -1.282022 -0.1 -0.3 -0.2
H 3.958027 2.782371 -2.256813 -0.3 0.1 0.1
H 2.453730 3.630334 -2.674646 0.0 -0.1 0.0
C 1.176498 1.192620 -3.416962 0.2 -0.1 -1.1
C 2.315768 1.072631 -4.429364 -0.1 0.6 -0.7
H 0.746175 2.198363 -3.427766 0.1 -0.1 0.0
H 0.350376 0.519201 -3.724326 0.4 0.3 0.3
H 1.930942 1.316413 -5.435071 0.2 -0.1 0.3
H 3.128140 1.780244 -4.221970 -0.2 -0.2 0.0
H 2.731120 0.068564 -4.476774 0.0 -0.1 0.0
C 2.872146 -0.460726 -1.684636 1.1 -0.2 0.3
C 4.316071 0.017972 -1.853779 0.6 -0.6 -0.4
H 2.595049 -1.171585 -2.467402 0.0 0.0 0.0
H 2.795638 -1.025981 -0.730552 -0.1 0.4 -0.5
H 5.001213 -0.846677 -1.828576 -0.2 0.3 0.0
H 4.478934 0.524050 -2.813566 -0.1 -0.1 0.3
H 4.623943 0.692258 -1.055159 -0.1 0.0 0.0
C 0.081159 -3.660577 -0.051217 0.4 -0.8 0.3
C 1.603232 -3.540254 -0.220102 -0.2 0.1 0.1
H -0.288824 -4.583812 -0.497418 0.2 -0.4 0.2
H -0.166258 -3.687396 1.017349 0.0 0.0 -0.2
H 2.109069 -4.382241 0.268205 -0.2 0.2 -0.1
H 1.901800 -3.535142 -1.268897 0.0 0.0 0.0
H 1.975344 -2.616902 0.244033 -0.1 -0.2 0.0
C -0.701810 -2.638025 -2.603615 0.1 -0.3 0.0
C -1.561243 -1.746504 -3.499845 0.1 0.3 0.0
H -0.925286 -3.696075 -2.755521 0.1 -0.1 -0.4
H 0.365168 -2.484231 -2.829354 -0.3 -0.1 0.1
H -1.353188 -1.945569 -4.560633 -0.1 0.1 0.3
H -2.628690 -1.903339 -3.333524 0.0 0.0 0.0
H -1.342686 -0.679340 -3.315622 -0.1 -0.3 -0.1
C -2.608494 -2.939923 -0.477668 -0.8 -0.5 -0.1
C -2.939165 -3.093391 1.012817 -0.2 0.3 0.0
H -2.691500 -3.897490 -0.999731 -0.3 -0.1 0.0
H -3.321158 -2.243472 -0.950278 0.3 -0.2 0.1
H -3.998889 -3.346264 1.148517 0.3 0.0 -0.1
H -2.344889 -3.874688 1.481481 0.0 0.0 0.0
H -2.762910 -2.151409 1.555419 0.0 -0.2 -0.1
C -1.253514 -0.760059 5.074866 0.7 0.4 -0.6
N 0.259165 -0.625014 5.130587 -0.1 -0.3 0.9
C 0.809690 -1.038792 6.443282 0.2 0.0 0.1
C 1.008654 -0.164829 4.097035 -1.8 0.2 -1.3
S 0.028690 0.381302 2.703532 0.6 -0.4 0.8
N 2.333230 -0.044178 3.946725 1.8 0.1 -0.1
C 3.402995 -0.143745 4.967872 -0.7 -0.6 1.6
C 2.992486 0.267413 2.595423 -1.4 -0.2 0.4
H -1.693526 -1.155458 5.999911 0.8 0.1 -0.1
H -1.518290 -1.440894 4.264690 0.0 0.2 0.0
H -1.694505 0.221739 4.905577 0.0 -0.1 -0.1
H 1.535256 -1.840141 6.290747 0.2 0.2 0.2
H 1.218269 -0.164989 6.955383 0.2 -0.2 0.0
H 0.050290 -1.439227 7.133921 0.0 0.2 -0.8
H 4.067151 -0.994289 4.769309 -0.2 0.2 -0.1
H 3.994657 0.769047 5.027858 -0.1 0.1 -0.4
H 2.994757 -0.285060 5.993809 0.3 0.1 -1.0
H 2.716785 -0.528053 1.886897 0.0 0.3 0.2
H 2.625846 1.232359 2.231271 0.0 -0.2 0.1
H 4.083033 0.313107 2.649349 -0.3 -0.2 0.6
```
Forces are in eV/Å.

Energy above the lowest of the compared OMol25 structures with the same formula, charge and spin, kcal per mole: 48.6
Total charge: +2
Energy, eV: -136700.65401
HOMO energy, eV: -13.4
M, g mol⁻¹: 716.31

---

Respective LUMO values: 1.36 -6.72 eV.